The following is a DFT calculation (ωB97M-V/def2-TZVPD) of a cluster of 2 separate species, C21H18F2S in total in a non-equilibrium geometry.

For the total energy, the calculation gives -38336.7632 eV. The HOMO energy is -6.9 eV. The calculation puts the orbital gap at 4.8 eV. Its total charge is 0.

CARTESIAN COORDINATES (ANGSTROEM)
1 C 0.501 -3.994 4.390
2 C 0.501 -3.028 3.263
3 C 1.569 -2.158 3.081
4 F 2.643 -2.308 3.915
5 C 1.586 -1.164 2.116
6 C 0.518 -1.051 1.197
7 C 0.447 -0.145 0.086
8 C 1.476 0.702 -0.437
9 C 2.825 0.730 -0.015
10 C 3.690 1.681 -0.532
11 F 4.953 1.794 -0.023
12 C 3.342 2.540 -1.568
13 C 4.312 3.545 -2.071
14 C 2.051 2.418 -2.094
15 C 1.148 1.532 -1.543
16 C -0.564 -1.956 1.376
17 C -0.577 -2.907 2.379
18 H -0.448 -4.541 4.402
19 H 1.312 -4.725 4.299
20 H 0.613 -3.504 5.366
21 H 2.437 -0.483 2.120
22 H -0.348 -0.392 -0.647
23 H 3.248 0.004 0.679
24 H 3.880 4.063 -2.935
25 H 4.560 4.306 -1.318
26 H 5.253 3.080 -2.386
27 H 1.771 3.022 -2.949
28 H 0.139 1.463 -1.944
29 H -1.402 -1.881 0.684
30 H -1.427 -3.570 2.488
31 S -1.809 1.080 0.043
32 C -3.162 0.878 -0.908
33 C -4.147 -0.095 -0.578
34 C -5.071 -0.497 -1.541
35 C -5.130 0.162 -2.776
36 C -4.340 1.297 -3.001
37 C -3.410 1.702 -2.044
38 H -4.126 -0.549 0.418
39 H -5.741 -1.332 -1.335
40 H -5.799 -0.201 -3.557
41 H -4.446 1.858 -3.930
42 H -2.830 2.624 -2.169